one) Entry from the Open Molecules 2025 dataset: a cluster of 2 separate species, C6H10N3O in total (wB97M-V/def2-TZVPD).

```
! RIJCOSX wB97M-V def2-TZVPD def2/J DEFGRID3
* xyz 1 1
C 1.180 -2.012 0.048
C -0.327 -1.452 0.249
C 2.287 -1.255 0.333
C -1.204 -1.356 -1.004
C 1.097 0.762 0.396
C -0.221 0.040 0.676
N 2.196 0.063 0.271
N -1.311 0.770 0.816
N -0.287 2.271 -1.662
O -1.440 -0.417 -1.591
H 1.183 -3.036 -0.191
H -0.994 -2.084 0.907
H 3.238 -1.698 0.366
H -1.475 -2.392 -1.333
H 1.013 1.880 0.384
H -1.335 1.696 1.233
H -2.096 0.113 0.862
H 0.570 2.873 -1.480
H -0.828 3.093 -2.041
H -0.074 1.562 -2.395
*
```

The HOMO energy is -13.5 eV. The calculation puts the HOMO-LUMO gap at 7.8 eV.

=====

two) Entry from the Open Molecules 2025 dataset: a cluster of 2 separate species, C6H10N3O in total (wB97M-V/def2-TZVPD).

```
! RIJCOSX wB97M-V def2-TZVPD def2/J DEFGRID3
* xyz 1 1
C -0.277 -0.494 0.970
C -1.449 0.048 4.233
C -0.393 -1.032 -1.276
C 0.504 -1.353 1.961
C 0.107 -0.267 -3.455
C 0.341 1.255 -1.649
N -1.546 -0.055 2.989
N -0.663 -0.582 2.212
N 0.019 -0.068 -2.026
O -0.796 -2.100 -1.002
H -2.166 0.554 4.889
H -0.434 -0.157 4.830
H 0.393 -2.447 2.161
H 1.457 -1.020 2.238
H -0.024 -1.366 -3.687
H -0.584 0.339 -4.028
H 1.110 0.041 -3.684
H 1.449 1.412 -1.804
H -0.108 2.122 -2.269
H 0.130 1.605 -0.578
*
```

The HOMO energy is -13.6 eV. The calculation puts the HOMO-LUMO gap at 9.4 eV.

=====

Top of the stability list: one), leading by 317.8 kJ/mol.

=====

one) Entry from the Open Molecules 2025 dataset: a structure of composition C28H36N4Tl (wB97M-V/def2-TZVPD).

```
! RIJCOSX wB97M-V def2-TZVPD def2/J DEFGRID3
* xyz -1 1
Tl -1.276 -0.061 0.865
N -3.667 0.801 1.020
N -1.337 0.932 -1.681
C 0.598 -2.207 1.003
C -0.379 -2.631 0.052
C -1.655 -2.647 0.697
C -2.967 -2.910 0.059
H -2.912 -2.940 -1.046
H -3.731 -2.149 0.324
H -3.385 -3.884 0.400
C -1.470 -2.232 2.064
C -2.567 -1.872 2.995
H -2.812 -2.719 3.666
H -3.499 -1.582 2.468
H -2.327 -1.007 3.647
C -0.061 -1.968 2.251
C 0.542 -1.315 3.434
H -0.162 -0.655 3.977
H 1.426 -0.693 3.184
H 0.888 -2.056 4.182
C -0.157 -2.922 -1.382
H -0.567 -3.913 -1.681
H 0.913 -2.912 -1.654
H -0.660 -2.173 -2.036
C 2.026 -1.933 0.730
H 2.331 -0.928 1.090
H 2.255 -1.942 -0.352
H 2.704 -2.672 1.216
C -4.662 1.434 1.706
H -4.902 1.131 2.740
C -5.416 2.485 1.133
H -6.186 3.006 1.737
C -5.148 2.855 -0.182
H -5.691 3.667 -0.690
C -4.183 2.159 -0.901
H -3.910 2.348 -1.931
C -3.478 1.104 -0.297
C -2.508 0.381 -1.130
H -2.704 -0.626 -1.475
C -0.153 0.597 -1.080
C -1.095 1.824 -2.746
H -1.946 2.202 -3.252
C 0.231 1.998 -2.803
H 0.797 2.570 -3.534
N 0.815 1.285 -1.746
C 2.235 1.102 -1.559
C 2.902 0.026 -2.197
C 4.262 -0.205 -1.934
H 4.794 -0.996 -2.478
C 4.963 0.588 -1.026
C 6.448 0.393 -0.803
H 6.635 -0.062 0.184
H 6.973 1.361 -0.835
H 6.852 -0.273 -1.580
C 4.272 1.570 -0.315
H 4.821 2.188 0.407
C 2.917 1.820 -0.550
C 2.182 2.843 0.252
H 1.825 3.649 -0.400
H 2.888 3.270 0.974
H 1.333 2.427 0.816
C 2.175 -0.870 -3.146
H 2.304 -0.499 -4.173
H 1.104 -0.926 -2.925
H 2.596 -1.889 -3.098
N -0.638 1.664 2.207
H -1.331 1.542 2.932
H -0.775 2.503 1.659
H 0.307 1.541 2.551
*
```

The HOMO energy (alpha / beta) is -0.8 / -0.8 eV. The calculation puts the HOMO-LUMO gap (alpha / beta) at 3.4 / 3.4 eV.

=====

two) Entry from the Open Molecules 2025 dataset: a structure of composition C28H36N4Tl (wB97M-V/def2-TZVPD).

```
! RIJCOSX wB97M-V def2-TZVPD def2/J DEFGRID3
* xyz -1 1
Tl -1.680 0.665 1.793
N -0.939 -2.141 2.175
N 0.136 -2.880 -0.581
C 1.691 1.954 0.836
C 2.469 0.804 1.134
C 2.251 0.463 2.495
C 2.830 -0.690 3.222
H 3.671 -1.123 2.669
H 2.087 -1.489 3.378
H 3.199 -0.385 4.211
C 1.347 1.403 3.044
C 0.860 1.419 4.445
H 1.588 1.909 5.117
H 0.713 0.396 4.825
H -0.091 1.963 4.545
C 1.008 2.336 2.023
C 0.134 3.522 2.185
H -0.708 3.329 2.866
H -0.273 3.858 1.221
H 0.689 4.378 2.610
C 3.332 0.057 0.193
H 4.190 -0.388 0.714
H 3.720 0.712 -0.599
H 2.777 -0.766 -0.281
C 1.568 2.637 -0.475
H 0.625 2.377 -0.987
H 2.391 2.356 -1.148
H 1.589 3.731 -0.352
C -1.828 -2.188 3.182
H -2.067 -1.248 3.699
C -2.511 -3.341 3.580
H -3.214 -3.245 4.398
C -2.318 -4.535 2.888
H -2.932 -5.420 3.070
C -1.302 -4.562 1.947
H -1.093 -5.438 1.319
C -0.559 -3.356 1.652
C 0.395 -3.502 0.597
H 1.233 -4.220 0.623
C 0.056 -1.494 -0.666
C -0.138 -3.482 -1.847
H -0.157 -4.544 -1.984
C -0.468 -2.491 -2.675
H -0.785 -2.500 -3.701
N -0.316 -1.281 -1.970
C -0.251 -0.022 -2.646
C 0.936 0.291 -3.322
C 0.985 1.477 -4.064
H 1.904 1.749 -4.582
C -0.149 2.274 -4.218
C -0.114 3.467 -5.119
H -0.133 4.408 -4.559
H -0.979 3.460 -5.788
H 0.797 3.443 -5.718
C -1.320 1.938 -3.536
H -2.202 2.567 -3.658
C -1.398 0.775 -2.761
C -2.690 0.360 -2.124
H -3.045 -0.610 -2.509
H -3.464 1.099 -2.373
H -2.615 0.297 -1.024
C 2.113 -0.628 -3.270
H 1.870 -1.640 -3.625
H 2.531 -0.702 -2.254
H 2.897 -0.230 -3.927
N -4.417 0.643 1.455
H -4.934 0.523 2.334
H -4.790 -0.053 0.804
H -4.704 1.556 1.090
*
```

The HOMO energy (alpha / beta) is -2.2 / -2.2 eV. The calculation puts the HOMO-LUMO gap (alpha / beta) at 4.0 / 4.0 eV.

=====

Top of the stability list: two), leading by 179.8 kJ/mol.